Below is a molecular structure, C9H2ClCrN2O11 at a distorted geometry, with properties calculated with wB97M-V/def2-TZVPD.

## Properties
HOMO-LUMO gap (spin up / spin down)   7.047 / 7.103 eV
DFT total energy   -2785.96231 Eh
F_max   0.0225 Eh/bohr
Lowest unoccupied orbital energy (spin up / spin down)   4.1 / 4.1 eV
<S²>   0.771

Structure (ORCA input):
```
! wB97M-V def2-TZVPD RIJCOSX def2/J DEFGRID3
* xyz -2 2
Cr 0.000 0.067 0.011
O 4.228 -0.136 0.021
C 3.091 -0.594 0.018
O 2.017 0.104 -0.009
C 2.907 -2.090 0.047
C 3.996 -2.921 0.035
C 3.834 -4.311 0.040
C 2.546 -4.848 0.055
C 1.463 -4.017 0.085
C 1.576 -2.593 0.081
O 0.545 -1.857 0.083
N 0.143 -4.640 0.139
O -0.503 -4.506 1.156
O -0.240 -5.229 -0.859
N 4.958 -5.182 0.033
O 6.082 -4.698 -0.002
O 4.770 -6.395 0.069
H 4.983 -2.482 0.018
H 2.415 -5.921 0.050
O -3.901 1.418 0.064
C -2.883 0.757 0.026
O -1.669 1.187 0.074
C -2.857 -0.799 -0.116
O -3.869 -1.474 -0.170
O -1.636 -1.187 -0.146
Cl 0.627 2.279 0.069
*
```